(1)
The following is a DFT calculation (wB97M-V/def2-TZVPD) of a cluster of 2 separate species, C2H9NS in total at a distorted geometry.

Element x y z (Å)
1 N 1.106 1.932 1.442
2 H 0.246 1.402 1.000
3 H 0.586 2.506 2.053
4 H 1.441 1.231 2.047
5 C 0.504 -1.574 0.279
6 S -1.102 -0.534 0.042
7 C -1.154 0.075 -1.701
8 H 1.332 -0.930 0.169
9 H 0.419 -2.264 -0.584
10 H 0.333 -2.150 1.198
11 H -2.105 0.667 -1.776
12 H -0.158 0.445 -1.964
13 H -1.448 -0.807 -2.205

Results
Gap between HOMO and LUMO in eV: 9.522
E in eV: -14544.40688
SMILES string: CSC.N
Charge: 0
Energy relative to the best compared isomer or geometry (same formula, charge and spin) in kJ/mol: 85.5
Highest occupied orbital energy in eV: -8.63

Quick look at the natural (NBO) charges, all values in e:
1. N -1.06
2. H 0.36
3. H 0.34
4. H 0.34
5. C -0.69
6. S 0.08
7. C -0.73
8. H 0.22
9. H 0.21
10. H 0.24
11. H 0.24
12. H 0.23
13. H 0.21

(2)
The following is a DFT calculation (wB97M-V/def2-TZVPD) of a structure of composition C10H11BCl4NOS2 at a distorted geometry.

Element x y z (Å)
1 Cl -0.770 -2.291 4.367
2 B -1.054 -0.493 3.982
3 Cl -2.882 -0.305 3.498
4 Cl -0.746 0.624 5.462
5 O -0.117 -0.032 2.930
6 C -0.468 0.631 1.858
7 C 0.609 1.098 0.980
8 C 0.554 2.409 0.465
9 C 1.556 2.801 -0.437
10 C 2.582 1.897 -0.758
11 Cl 3.760 2.316 -1.934
12 C 2.655 0.629 -0.176
13 C 1.671 0.242 0.719
14 H -1.420 1.182 1.893
15 H -0.243 3.099 0.732
16 H 1.537 3.790 -0.883
17 H 3.476 -0.014 -0.466
18 H 1.679 -0.744 1.172
19 C -1.095 -0.543 -2.996
20 N -1.228 -1.431 -1.876
21 C -0.718 -2.771 -2.074
22 C -1.405 -0.875 -0.645
23 S -2.096 0.641 -0.348
24 S -0.846 -1.559 0.780
25 H -1.678 0.348 -2.742
26 H -0.048 -0.261 -3.169
27 H -1.492 -1.033 -3.879
28 H -1.012 -3.439 -1.270
29 H -1.136 -3.129 -3.018
30 H 0.376 -2.786 -2.165

Results
Gap between HOMO and LUMO in eV: 6.393
E in eV: -86527.97675
Charge: -1
Energy relative to the best compared isomer or geometry (same formula, charge and spin) in kJ/mol: 113.5
Highest occupied orbital energy in eV: -4.19

Quick look at the natural (NBO) charges, all values in e:
1. Cl -0.26
2. B 0.45
3. Cl -0.29
4. Cl -0.29
5. O -0.68
6. C 0.42
7. C -0.18
8. C -0.13
9. C -0.25
10. C -0.04
11. Cl -0.01
12. C -0.27
13. C -0.08
14. H 0.24
15. H 0.23
16. H 0.22
17. H 0.22
18. H 0.24
19. C -0.42
20. N -0.45
21. C -0.40
22. C -0.08
23. S -0.31
24. S -0.09
25. H 0.25
26. H 0.18
27. H 0.18
28. H 0.23
29. H 0.19
30. H 0.18

(3)
The following is a DFT calculation (wB97M-V/def2-TZVPD) of the molecule C9H17B at a distorted geometry.

Element x y z (Å)
1 B -1.726 0.530 -0.794
2 C 2.185 1.656 1.644
3 C 0.513 -0.855 0.286
4 C 2.428 0.500 1.076
5 C -0.796 -0.069 0.253
6 C -2.039 -0.825 -0.097
7 C 1.866 -0.029 -0.176
8 C -1.943 1.689 -1.833
9 C -2.937 -1.308 0.999
10 C 2.722 -0.809 -1.082
11 H 2.422 1.924 2.652
12 H 1.650 2.502 1.213
13 H 0.722 -1.420 1.297
14 H 0.200 -1.713 -0.367
15 H 3.033 -0.121 1.740
16 H -0.890 0.427 1.241
17 H -1.954 -1.597 -0.849
18 H 1.297 0.833 -0.740
19 H -1.305 2.513 -1.617
20 H -2.986 2.006 -1.513
21 H -2.005 1.532 -2.995
22 H -2.418 -2.113 1.618
23 H -3.937 -1.821 0.581
24 H -3.154 -0.499 1.562
25 H 3.580 -0.318 -1.498
26 H 2.185 -1.084 -1.991
27 H 3.285 -1.529 -0.611

Results
Gap between HOMO and LUMO (alpha / beta) in eV: 5.931 / 6.643
2S+1: 3
E in eV: -10277.38048
Charge: 0
Highest occupied orbital energy (alpha / beta) in eV: -5.19 / -9.21
⟨S²⟩: 2.0047

Quick look at the Mulliken charges, all values in e:
1. B 0.40
2. C -0.83
3. C -0.80
4. C -0.53
5. C -0.22
6. C -0.47
7. C 1.45
8. C -0.91
9. C -1.33
10. C -1.87
11. H 0.27
12. H 0.25
13. H 0.28
14. H 0.39
15. H 0.21
16. H 0.17
17. H 0.42
18. H -0.01
19. H 0.33
20. H 0.28
21. H 0.24
22. H 0.27
23. H 0.30
24. H 0.41
25. H 0.45
26. H 0.40
27. H 0.44

(4)
The following is a DFT calculation (wB97M-V/def2-TZVPD) of the molecule C4H6O2.

Element x y z (Å)
1 O -0.453 0.953 -1.729
2 C 0.042 0.033 -0.803
3 C 0.923 0.598 0.336
4 C 0.163 -0.350 1.270
5 O -1.156 0.171 1.337
6 C -0.829 -0.674 0.238
7 H -1.057 0.483 -2.317
8 H 0.594 -0.794 -1.280
9 H 1.997 0.454 0.210
10 H 0.696 1.639 0.574
11 H 0.536 -0.966 2.080
12 H -1.455 -1.548 0.083

Results
Gap between HOMO and LUMO in eV: 10.639
E in eV: -8337.74377
SMILES string: O[C@H]1C[C@H]2O[C@@H]12
Charge: 0
Energy relative to the best compared isomer or geometry (same formula, charge and spin) in kJ/mol: 262.2
Highest occupied orbital energy in eV: -9.79

Quick look at the natural (NBO) charges, all values in e:
1. O -0.70
2. C 0.09
3. C -0.44
4. C 0.05
5. O -0.47
6. C 0.00
7. H 0.47
8. H 0.16
9. H 0.21
10. H 0.23
11. H 0.20
12. H 0.20

(5)
The following is a DFT calculation (wB97M-V/def2-TZVPD) of the molecule C3H6O2S at a distorted geometry.

Element x y z (Å)
1 C -0.766 -0.604 -0.278
2 C 0.283 0.029 0.660
3 C -1.871 0.496 -0.438
4 O 2.868 -0.320 -0.290
5 O -1.742 1.520 0.165
6 S 1.727 0.962 -0.260
7 H -0.384 -0.494 -1.313
8 H -1.007 -1.624 -0.235
9 H -0.286 0.776 1.247
10 H 0.617 -0.748 1.342
11 H -2.657 0.369 -1.214
12 H 3.220 -0.361 0.613

Results
Gap between HOMO and LUMO in eV: 9.631
E in eV: -18136.57512
SMILES string: O=CCCSO
Charge: 0
Energy relative to the best compared isomer or geometry (same formula, charge and spin) in kJ/mol: 228.9
Highest occupied orbital energy in eV: -8.99

Quick look at the natural (NBO) charges, all values in e:
1. C -0.55
2. C -0.54
3. C 0.44
4. O -0.84
5. O -0.53
6. S 0.45
7. H 0.24
8. H 0.24
9. H 0.26
10. H 0.22
11. H 0.13
12. H 0.48

(6)
The following is a DFT calculation (wB97M-V/def2-TZVPD) of the molecule C4H6O2.

Element x y z (Å)
1 C -0.784 -1.107 -0.929
2 O -0.736 -1.467 0.457
3 C -0.114 -0.280 0.062
4 C 1.332 0.129 0.288
5 O 0.915 1.505 0.353
6 C -0.467 1.130 0.497
7 H -1.763 -0.780 -1.279
8 H -0.232 -1.755 -1.609
9 H 2.078 -0.058 -0.491
10 H 1.708 -0.218 1.261
11 H -0.804 1.189 1.540
12 H -1.132 1.712 -0.150

Results
Gap between HOMO and LUMO in eV: 10.927
E in eV: -8337.58741
SMILES string: C1OCC12CO2
Charge: 0
Energy relative to the best compared isomer or geometry (same formula, charge and spin) in kJ/mol: 277.3
Highest occupied orbital energy in eV: -9.96

Quick look at the natural (NBO) charges, all values in e:
1. C -0.10
2. O -0.47
3. C 0.16
4. C -0.08
5. O -0.52
6. C -0.08
7. H 0.18
8. H 0.19
9. H 0.19
10. H 0.18
11. H 0.18
12. H 0.18

(7)
The following is a DFT calculation (wB97M-V/def2-TZVPD) of a cluster of 3 separate species, C4H10NO3 in total at a distorted geometry.

Element x y z (Å)
1 O 1.814 3.293 -1.918
2 C 1.233 2.550 -1.134
3 O -2.135 0.791 1.762
4 C 1.378 1.192 -0.676
5 C 0.385 0.407 0.058
6 C -0.057 -0.843 -0.800
7 N -1.245 -1.427 -0.167
8 H 2.169 0.645 -1.197
9 H 0.359 2.999 -0.596
10 H -0.572 0.882 0.221
11 H 0.806 -0.078 0.985
12 H -0.395 -0.592 -1.841
13 H 0.814 -1.512 -0.724
14 H -1.687 -0.570 0.320
15 H -0.920 -2.182 0.404
16 H 0.251 -3.478 1.640
17 H -2.705 0.613 2.432
18 O 0.507 -2.690 1.230

Results
Gap between HOMO and LUMO in eV: 3.870
E in eV: -11936.21552
Charge: -1
Energy relative to the best compared isomer or geometry (same formula, charge and spin) in kJ/mol: 885.9
Highest occupied orbital energy in eV: -4.22

Quick look at the natural (NBO) charges, all values in e:
1. O -0.54
2. C 0.32
3. O -1.14
4. C -0.09
5. C -0.50
6. C -0.21
7. N -0.67
8. H 0.18
9. H 0.10
10. H 0.28
11. H 0.33
12. H 0.20
13. H 0.24
14. H 0.43
15. H 0.43
16. H 0.41
17. H 0.41
18. O -1.17

(8)
The following is a DFT calculation (wB97M-V/def2-TZVPD) of a structure of composition C11H8BrN3SSe4TeV.

Element x y z (Å)
1 V 1.664 0.175 0.162
2 S 0.531 -0.797 2.319
3 C -0.047 -1.849 1.083
4 C -0.860 -2.980 1.292
5 C -1.247 -3.744 0.216
6 C -0.830 -3.399 -1.072
7 C -0.026 -2.285 -1.210
8 N 0.347 -1.536 -0.172
9 H -1.157 -3.225 2.303
10 H -1.870 -4.619 0.370
11 H -1.104 -3.986 -1.937
12 H 0.356 -1.959 -2.171
13 Se 1.870 0.799 -2.436
14 Se 3.770 -0.321 -3.250
15 Te 3.666 -2.460 -1.924
16 Se 3.725 -1.513 0.381
17 Br -4.216 3.731 0.083
18 C -2.562 2.789 0.069
19 C -1.639 3.010 1.071
20 C -0.455 2.293 1.021
21 N -0.173 1.421 0.052
22 C -1.078 1.229 -0.908
23 C -2.297 1.891 -0.944
24 H -1.822 3.710 1.873
25 H 0.304 2.418 1.782
26 H -0.802 0.523 -1.682
27 H -3.001 1.703 -1.740
28 Se 3.425 4.262 2.646
29 C 2.943 2.811 1.678
30 N 2.583 1.907 1.045

Results
Gap between HOMO and LUMO (alpha / beta) in eV: 4.495 / 4.680
2S+1: 4
E in eV: -391257.04829
Charge: -2
Energy relative to the best compared isomer or geometry (same formula, charge and spin) in kJ/mol: 0.2
Highest occupied orbital energy (alpha / beta) in eV: -0.84 / -1.03
⟨S²⟩: 3.7638

Quick look at the natural (NBO) charges, all values in e:
1. V 0.75
2. S -0.29
3. C 0.09
4. C -0.29
5. C -0.17
6. C -0.32
7. C 0.06
8. N -0.56
9. H 0.21
10. H 0.19
11. H 0.20
12. H 0.23
13. Se -0.56
14. Se -0.24
15. Te 0.10
16. Se -0.59
17. Br 0.02
18. C -0.04
19. C -0.29
20. C 0.10
21. N -0.45
22. C 0.08
23. C -0.29
24. H 0.23
25. H 0.24
26. H 0.24
27. H 0.22
28. Se -0.42
29. C 0.15
30. N -0.59

(9)
The following is a DFT calculation (wB97M-V/def2-TZVPD) of a cluster of 4 separate species, CH10N2O3 in total at a distorted geometry.

Element x y z (Å)
1 N -1.598 0.875 -0.406
2 C -1.641 0.269 0.835
3 N -0.651 -0.012 1.592
4 H -0.914 0.575 -1.088
5 H -2.435 1.171 -0.880
6 H -2.698 0.089 1.099
7 H -0.995 -0.136 2.537
8 H 0.944 0.493 0.470
9 H 1.736 1.721 0.131
10 O 1.476 0.880 -0.251
11 H 1.285 -2.166 1.735
12 H 2.110 -3.178 0.956
13 O 1.218 -2.988 1.235
14 H 0.866 1.421 -3.116
15 H 0.908 0.340 -2.044
16 O 0.388 0.647 -2.807

Results
Gap between HOMO and LUMO in eV: 10.506
E in eV: -10321.87034
SMILES string: [H]/N=C/N.O.O.O
Charge: 0
Energy relative to the best compared isomer or geometry (same formula, charge and spin) in kJ/mol: 68.2
Highest occupied orbital energy in eV: -9.68

Quick look at the natural (NBO) charges, all values in e:
1. N -0.83
2. C 0.32
3. N -0.78
4. H 0.42
5. H 0.39
6. H 0.14
7. H 0.36
8. H 0.50
9. H 0.48
10. O -0.99
11. H 0.47
12. H 0.47
13. O -0.94
14. H 0.47
15. H 0.50
16. O -0.97

(10)
The following is a DFT calculation (wB97M-V/def2-TZVPD) of the ion C11H23BNO6 with charge -1 at a distorted geometry.

Element x y z (Å)
1 C -0.535 -3.029 -4.361
2 C -0.130 -3.804 -3.001
3 O 0.606 -2.876 -2.163
4 C -0.131 -2.782 -0.922
5 C 0.568 -1.815 0.169
6 O 1.999 -1.754 0.054
7 C 2.460 -0.413 -0.287
8 C 2.932 0.425 0.995
9 O 2.598 1.826 0.940
10 C 1.268 2.006 1.533
11 C 0.517 3.287 0.954
12 N -0.788 3.588 1.605
13 B -1.799 2.499 1.417
14 O -2.500 2.187 0.198
15 C -2.119 1.573 2.747
16 C -2.436 0.040 2.394
17 C 0.361 3.281 -0.661
18 O -0.461 4.110 -1.204
19 O 1.084 2.473 -1.501
20 H 0.346 -2.434 -4.784
21 H -0.899 -3.784 -5.141
22 H -1.368 -2.287 -4.096
23 H 0.419 -4.782 -3.196
24 H -1.135 -4.078 -2.505
25 H -1.176 -2.355 -1.141
26 H -0.303 -3.823 -0.453
27 H 0.037 -0.809 0.121
28 H 0.302 -2.269 1.196
29 H 1.667 0.098 -0.925
30 H 3.381 -0.548 -0.968
31 H 2.562 -0.098 1.956
32 H 4.085 0.374 1.012
33 H 0.722 1.017 1.381
34 H 1.412 2.194 2.666
35 H 1.203 4.189 1.177
36 H -1.156 4.490 1.259
37 H -2.044 1.506 -0.335
38 H -2.894 2.080 3.411
39 H -1.127 1.569 3.339
40 H -3.345 -0.102 1.716
41 H -2.689 -0.483 3.393
42 H -1.495 -0.488 2.008

Results
Gap between HOMO and LUMO in eV: 6.793
E in eV: -26230.12253
SMILES string: CCOCCOCCOC[C@H](NB(O)CC)C(=O)[O-]
Charge: -1
Energy relative to the best compared isomer or geometry (same formula, charge and spin) in kJ/mol: 286.9
Highest occupied orbital energy in eV: -3.93

Quick look at the natural (NBO) charges, all values in e:
1. C -0.64
2. C -0.07
3. O -0.54
4. C -0.08
5. C -0.08
6. O -0.55
7. C -0.12
8. C -0.09
9. O -0.53
10. C -0.07
11. C -0.16
12. N -0.98
13. B 1.22
14. O -0.96
15. C -0.80
16. C -0.62
17. C 0.71
18. O -0.76
19. O -0.82
20. H 0.23
21. H 0.20
22. H 0.21
23. H 0.17
24. H 0.17
25. H 0.16
26. H 0.16
27. H 0.18
28. H 0.17
29. H 0.24
30. H 0.18
31. H 0.16
32. H 0.18
33. H 0.16
34. H 0.17
35. H 0.21
36. H 0.41
37. H 0.51
38. H 0.23
39. H 0.22
40. H 0.21
41. H 0.19
42. H 0.20

(11)
The following is a DFT calculation (wB97M-V/def2-TZVPD) of the ion C6H8N2O3PS with charge -1 at a distorted geometry.

Element x y z (Å)
1 C 2.032 0.940 1.395
2 C 3.062 1.537 -0.745
3 C -0.956 -2.065 -0.165
4 C 0.807 2.496 -0.004
5 C -0.285 -0.719 0.102
6 C 1.724 1.241 0.014
7 N 2.291 0.972 2.515
8 N 3.859 2.055 -1.379
9 O 2.355 -1.546 1.405
10 O 3.860 -0.205 -0.049
11 O 3.121 -2.530 -0.658
12 P 1.107 -0.239 -1.012
13 S 2.778 -1.289 0.035
14 H -0.332 -2.705 0.459
15 H -2.033 -1.923 0.226
16 H -0.898 -2.332 -1.262
17 H 0.277 2.660 0.889
18 H 1.485 3.340 -0.021
19 H 0.053 2.592 -0.790
20 H 0.200 -0.693 1.081
21 H -1.030 -0.005 0.063

Results
Gap between HOMO and LUMO in eV: 9.062
E in eV: -35597.88349
SMILES string: CCP(C(C)(C#N)C#N)S(=O)(=O)[O-]
Charge: -1
Energy relative to the best compared isomer or geometry (same formula, charge and spin) in kJ/mol: 135.0
Highest occupied orbital energy in eV: -5.88

Quick look at the natural (NBO) charges, all values in e:
1. C 0.30
2. C 0.35
3. C -0.62
4. C -0.60
5. C -0.73
6. C -0.51
7. N -0.32
8. N -0.41
9. O -0.99
10. O -0.96
11. O -0.99
12. P 0.56
13. S 2.12
14. H 0.24
15. H 0.20
16. H 0.21
17. H 0.22
18. H 0.23
19. H 0.21
20. H 0.26
21. H 0.21

(12)
The following is a DFT calculation (wB97M-V/def2-TZVPD) of a cluster of 2 separate species, C11H25B2N2O7 in total at a distorted geometry.

Element x y z (Å)
1 C 3.990 -0.820 2.320
2 O 3.717 -1.935 1.374
3 C 2.368 -2.478 1.624
4 C 1.301 -1.820 0.517
5 C 0.014 -1.224 1.334
6 B -1.018 -0.298 0.462
7 C -0.586 -0.009 -1.094
8 C 0.369 1.346 -1.170
9 O -0.297 2.525 -1.288
10 O 1.839 1.355 -1.161
11 C 2.330 2.412 -0.217
12 C 1.721 2.676 1.283
13 O 3.384 3.157 -0.645
14 B -2.574 -0.909 0.539
15 O -3.095 -1.689 -0.602
16 N -3.357 -0.555 1.806
17 C -4.254 -1.687 2.259
18 C -4.223 0.626 1.401
19 H 4.717 -1.268 3.145
20 H 3.017 -0.394 2.829
21 H 4.569 0.030 1.747
22 H 2.455 -3.658 1.468
23 H 2.001 -2.327 2.739
24 H 1.878 -1.048 -0.146
25 H 0.900 -2.762 -0.097
26 H -0.619 -2.146 1.749
27 H 0.350 -0.626 2.299
28 H -1.080 0.761 1.022
29 H -1.589 0.294 -1.666
30 H -0.156 -0.926 -1.679
31 H 1.589 3.834 1.444
32 H 0.682 2.174 1.490
33 H 2.492 2.276 2.092
34 H -3.636 -1.019 -1.136
35 H -5.323 -1.237 2.477
36 H -4.297 -2.604 1.532
37 H -3.819 -2.073 3.287
38 H -3.588 1.300 0.653
39 H -4.581 1.243 2.350
40 H -5.136 0.175 0.795
41 C 1.411 1.854 -5.095
42 N 0.655 0.666 -5.576
43 O 1.238 -0.100 -6.352
44 O -0.503 0.536 -5.160
45 H 2.409 1.841 -5.539
46 H 0.861 2.744 -5.409
47 H 1.472 1.788 -4.007

Results
Gap between HOMO and LUMO in eV: 6.925
E in eV: -30470.37646
Charge: -1
Highest occupied orbital energy in eV: -4.50

Quick look at the natural (NBO) charges, all values in e:
1. C -0.28
2. O -0.58
3. C -0.07
4. C -0.44
5. C -0.58
6. B -0.45
7. C -0.66
8. C 0.80
9. O -0.65
10. O -0.57
11. C 0.81
12. C -0.74
13. O -0.60
14. B 1.13
15. O -1.00
16. N -0.77
17. C -0.44
18. C -0.44
19. H 0.17
20. H 0.19
21. H 0.19
22. H 0.17
23. H 0.17
24. H 0.23
25. H 0.20
26. H 0.18
27. H 0.18
28. H -0.02
29. H 0.23
30. H 0.23
31. H 0.25
32. H 0.28
33. H 0.24
34. H 0.48
35. H 0.18
36. H 0.20
37. H 0.19
38. H 0.23
39. H 0.20
40. H 0.16
41. C -0.48
42. N 0.52
43. O -0.39
44. O -0.36
45. H 0.22
46. H 0.23
47. H 0.26